(1)
# C5H10N

2 unconnected molecules or ions with the total composition C5H10N at a distorted geometry (wB97M-V/def2-TZVPD, the Open Molecules 2025 dataset).

Each line ends with the Mulliken charge.
Geometry (Å):
C: -1.30 -0.53 0.11  -0.278
C: -2.17 0.25 -0.41  0.133
C: 1.02 -0.23 0.04  -0.302
C: -3.62 0.10 -0.03  -0.940
C: 3.49 0.09 0.22  -0.764
N: 2.27 -0.30 -0.40  -0.081
H: -1.95 0.96 -1.07  0.462
H: 1.03 0.25 1.04  0.260
H: -1.00 -1.13 1.01  0.343
H: -4.08 -0.11 -1.03  0.309
H: -4.01 1.16 0.03  0.313
H: -3.60 -0.67 0.80  0.330
H: 3.43 1.07 0.80  0.304
H: 3.89 -0.67 0.86  0.331
H: 4.31 0.38 -0.60  0.289
H: 2.31 -0.64 -1.36  0.292

Multiplicity ... 1
Total charge ... +1
Relative energy (zero: lowest compared OMol25 entry of this formula, charge and spin) ... 124.2 kcal/mol
Calculated total energy ... -6824.8151 eV

=====

(2)
# C5H10O2

A single C5H10O2 molecule (wB97M-V/def2-TZVPD, the Open Molecules 2025 dataset).

Each line ends with the Mulliken charge.
Geometry (Å):
C: -1.75 -0.51 0.95  -1.184
C: -0.88 0.61 0.44  0.601
O: -1.26 1.77 0.50  -0.602
C: 0.53 0.36 -0.13  1.425
C: 1.22 -0.87 0.47  -1.649
C: 0.45 0.22 -1.66  -1.495
O: 1.31 1.49 0.19  -0.621
H: -1.84 -1.34 0.24  0.337
H: -2.74 -0.11 1.19  0.357
H: -1.30 -0.92 1.87  0.294
H: 1.27 -0.79 1.56  0.354
H: 2.24 -0.92 0.08  0.434
H: 0.69 -1.79 0.19  0.328
H: 1.48 0.20 -2.04  0.367
H: -0.06 1.07 -2.10  0.349
H: -0.05 -0.71 -1.98  0.334
H: 0.68 2.22 0.24  0.372

SMILES ... CC(=O)C(C)(C)O
Multiplicity ... 1
Total charge ... 0
Relative energy (zero: lowest compared OMol25 entry of this formula, charge and spin) ... 19.0 kcal/mol
Calculated total energy ... -9442.2177 eV

=====

(3)
# C23H24ClCuN3O4

A molecular structure, C23H24ClCuN3O4 at a distorted geometry (wB97M-V/def2-TZVPD, the Open Molecules 2025 dataset).

Each line ends with the Löwdin spin population.
Geometry (Å):
Cu: -0.07 -0.88 0.08  0.754
Cl: 5.24 2.06 4.02  0.000
C: 4.18 1.22 2.93  -0.001
C: 4.71 0.24 2.08  0.000
C: 3.89 -0.43 1.23  0.003
C: 2.50 -0.15 1.12  0.006
O: 1.82 -0.81 0.26  0.061
C: 1.98 0.85 2.00  0.001
C: 0.60 1.18 2.04  0.004
N: -0.28 0.82 1.16  0.050
C: -1.61 1.14 1.25  0.002
C: -2.14 2.21 1.97  0.004
C: -3.53 2.38 2.07  0.000
C: -4.40 1.49 1.50  0.003
C: -3.90 0.41 0.73  0.001
C: -4.72 -0.57 0.15  0.002
C: -4.15 -1.54 -0.64  0.002
C: -2.77 -1.50 -0.86  0.008
N: -1.98 -0.64 -0.28  0.045
C: -2.50 0.29 0.55  0.003
C: 2.84 1.50 2.90  0.000
H: 5.77 0.03 2.11  0.000
H: 4.28 -1.19 0.57  0.000
H: 0.29 1.77 2.91  0.003
H: -1.49 2.90 2.48  0.000
H: -3.90 3.22 2.63  0.000
H: -5.46 1.59 1.64  0.000
H: -5.78 -0.56 0.34  0.000
H: -4.75 -2.31 -1.09  0.000
H: -2.31 -2.20 -1.55  0.001
H: 2.44 2.26 3.55  0.000
N: 0.39 -2.24 -1.54  0.039
C: 0.25 -3.67 -1.28  0.003
C: 0.67 -3.98 0.15  0.000
C: -0.49 -3.60 1.13  0.000
O: -1.17 -4.50 1.59  0.000
O: -0.64 -2.37 1.36  0.006
H: -0.01 -1.96 -2.43  0.001
H: 1.38 -1.99 -1.54  0.000
H: 0.86 -4.25 -1.98  0.002
H: -0.80 -3.96 -1.43  0.000
H: 1.56 -3.41 0.41  0.000
H: 0.86 -5.05 0.26  0.000
C: 0.39 2.59 -3.41  0.000
C: 1.84 2.52 -2.95  0.000
C: 1.88 1.17 -2.20  0.000
O: 0.53 0.81 -1.91  -0.001
C: -0.31 1.90 -2.23  0.000
H: 0.25 2.00 -4.31  0.000
H: 0.04 3.60 -3.58  0.000
H: 2.06 3.34 -2.26  0.000
H: 2.56 2.55 -3.76  0.000
H: 2.46 1.24 -1.27  0.000
H: 2.31 0.38 -2.82  0.000
H: -0.38 2.59 -1.38  0.000
H: -1.30 1.51 -2.46  0.000

⟨S²⟩ ... 0.753
Multiplicity ... 2
Total charge ... 0
Calculated total energy ... -94064.0238 eV

=====

- The highest calculated total energy belongs to which entry?
  C5H10N

=====

- Among the records above, which one has the highest multiplicity?
  C23H24ClCuN3O4